Entry 1:
17
Properties=species:S:1:pos:R:3:mulliken_charge:R:1 method="wB97M-V/def2-TZVPD" multiplicity=1 total_energy_ev=-7418.524 smiles="C=C/C=C/C=C/C"
H -2.11 -0.65 -2.20 0.244
H 0.59 1.51 4.08 0.341
H -0.87 0.52 2.55 0.360
C 0.04 0.89 2.10 -0.096
H 0.57 2.82 2.81 0.252
C -1.40 -1.18 -2.84 -0.631
C 0.79 1.78 3.04 -1.125
C -0.17 -1.40 -2.39 -0.319
H 1.87 1.69 3.01 0.326
H 1.21 0.01 -1.59 0.291
H 1.52 0.64 0.52 0.245
H 0.60 -2.00 -2.85 0.322
C -0.15 -0.39 -0.03 -0.164
C 0.54 0.47 0.94 -0.317
C 0.28 -0.51 -1.28 -0.327
H -1.79 -1.19 -3.86 0.247
H -1.00 -1.04 0.18 0.350

***

Entry 2:
17
Properties=species:S:1:pos:R:3:mulliken_charge:R:1 method="wB97M-V/def2-TZVPD" multiplicity=1 total_energy_ev=-7418.853 smiles="C=C/C=C/C(=C)C"
C 0.09 -1.73 -2.22 -0.962
H 1.11 -2.08 -2.28 0.310
C -0.36 -1.01 -1.18 0.605
H 1.63 2.02 0.66 0.267
H -2.28 -0.45 -1.80 0.323
C 1.00 1.49 1.36 -0.161
H -0.65 -2.14 -2.90 0.289
C 0.34 0.30 0.88 -0.025
H 0.83 3.13 2.74 0.258
C 0.67 2.09 2.50 -0.767
H -2.32 -1.86 -0.81 0.290
H -2.01 -0.40 0.07 0.295
H -0.48 -0.13 1.46 0.330
C -1.85 -0.87 -0.90 -1.126
H 0.15 1.51 3.25 0.245
C 0.53 -0.19 -0.35 -0.433
H 1.36 0.29 -0.86 0.262

***

Entry 3:
17
Properties=species:S:1:pos:R:3:mulliken_charge:R:1 method="wB97M-V/def2-TZVPD" multiplicity=1 total_energy_ev=-7419.908 smiles="C[C@@H]1[C@@H]2C=CC[C@H]12"
H -0.05 -1.59 -2.09 0.362
H -0.68 -0.44 1.69 0.361
H -1.96 1.61 -0.49 0.417
C 0.30 0.00 1.89 -1.450
C -1.44 -0.43 -0.89 -0.510
C 0.99 0.47 0.62 0.013
H 0.92 -0.75 2.40 0.329
C 0.93 -0.20 -0.72 -0.363
H 1.87 -0.26 -1.28 0.377
H -2.43 -0.88 -0.97 0.357
H -0.13 -2.11 -0.41 0.285
C -0.16 -1.22 -1.05 -0.691
H 0.16 0.84 2.57 0.333
H 0.66 2.07 -0.93 0.404
C 0.26 1.14 -0.52 -0.132
C -1.20 0.85 -0.64 -0.508
H 1.97 0.91 0.82 0.415

***

Entry 4:
17
Properties=species:S:1:pos:R:3:mulliken_charge:R:1 method="wB97M-V/def2-TZVPD" multiplicity=1 total_energy_ev=-7415.909
C 0.63 -0.74 0.53 -0.453
C -0.90 1.08 0.27 -0.252
H 1.74 0.57 -0.71 0.277
C -0.02 0.41 -1.95 -0.580
H -0.12 -0.18 -2.86 0.250
C 1.03 -0.24 -0.92 -0.624
H 1.54 -1.15 0.95 0.356
C -0.21 0.22 1.33 -0.226
C -0.98 0.14 -0.91 -0.502
H -0.31 2.01 0.13 0.235
H 0.15 0.68 2.26 0.357
H -0.34 -1.79 2.21 0.269
H -1.55 -1.52 0.85 0.242
H 0.24 1.45 -2.17 0.291
H -1.92 1.35 0.53 0.353
H 1.56 -1.05 -1.43 0.465
C -0.60 -1.23 1.30 -0.456

***

Entry 5:
17
Properties=species:S:1:pos:R:3:mulliken_charge:R:1 method="wB97M-V/def2-TZVPD" multiplicity=1 total_energy_ev=-7419.349 smiles="C[C@@H]1[C@@H]2C=CC[C@H]12"
H -0.86 -1.54 -0.22 0.171
H -2.02 -0.96 -1.37 0.369
C -1.72 0.38 0.29 -0.258
C -1.20 -0.62 -0.71 -0.665
C 1.29 -0.11 -0.27 -0.094
H 0.42 -0.63 1.59 0.312
H 1.10 -2.04 0.75 0.285
H 0.86 2.17 -0.55 0.399
H 2.27 -0.20 -0.79 0.381
H -1.00 2.13 1.28 0.424
H -2.74 0.39 0.66 0.382
C 0.13 0.07 -1.21 -0.251
C 1.24 -0.97 0.96 -1.342
H 0.44 0.24 -2.25 0.395
C -0.81 1.32 0.58 -0.686
C 0.43 1.21 -0.27 -0.200
H 2.17 -0.86 1.54 0.378

***

Entry 6:
17
Properties=species:S:1:pos:R:3:mulliken_charge:R:1 method="wB97M-V/def2-TZVPD" multiplicity=1 total_energy_ev=-7418.085 smiles="C=CC(=C)/C=C/C"
H -3.49 0.97 -0.01 0.411
H -1.04 1.37 0.71 0.333
C -1.34 0.34 0.34 0.133
H -1.04 -1.64 -0.42 0.141
C 1.48 -1.28 -1.26 -1.104
H 2.45 -1.15 -1.61 0.340
C 0.91 -0.64 -0.23 0.403
C 1.75 0.19 0.69 -0.152
H 0.95 -1.87 -1.87 0.391
H 1.89 1.66 -0.77 0.235
C 2.13 1.38 0.33 -0.685
H -3.00 -0.14 1.41 0.220
C -0.52 -0.67 -0.02 -0.279
H -3.10 -0.59 -0.34 0.266
C -2.81 0.25 0.33 -1.216
H 2.71 2.00 1.01 0.295
H 2.06 -0.18 1.71 0.268

***

Computed F_max (Eh/bohr) in order:
0.0338; 0.0298; 0.0044; 0.0132; 0.0192; 0.0957
Computed energy relative to the best compared isomer or geometry (same formula, charge and spin) (kcal per mole) in order:
57.89; 50.31; 25.98; 118.20; 38.87; 68.03
Computed HOMO (eV) in order:
-8.2; -8.2; -8.8; -7.7; -8.7; -8.5